(1)
{"formula": "C2H5F2NS", "method": "the ωB97M-V functional and the def2-TZVPD basis", "symbols": ["C", "C", "N", "F", "F", "S", "H", "H", "H", "H", "H"], "positions_angstrom": [[-0.4085, -0.3337, -0.9711], [-0.1521, -0.6472, 0.4516], [1.0326, -0.5857, 1.0901], [-1.0477, 1.4480, 1.0234], [-1.0469, -1.4111, 1.0263], [0.5393, 1.0842, -1.6160], [-0.0565, -1.3285, -1.4643], [-1.3791, 0.0003, -1.1749], [1.5889, 0.0953, 0.5708], [1.0204, -0.4989, 2.0459], [-0.0903, 2.1773, -0.9819]], "forces_ev_per_angstrom": [[2.53, -0.76, -0.25], [-0.28, 1.02, 2.22], [-1.64, 0.61, -4.71], [0.73, -1.59, -0.54], [0.32, 0.50, -0.21], [0.47, 0.70, 0.18], [-0.85, 1.83, 0.07], [-1.75, -0.63, 0.25], [0.33, -0.03, 0.46], [-0.11, 0.02, 2.71], [0.26, -1.67, -0.17]], "relative_energy_kj_mol": 173.35, "homo_ev": -9.54}


(2)
{"formula": "C30H32BrCuN5O3", "method": "the ωB97M-V functional and the def2-TZVPD basis", "symbols": ["Cu", "C", "C", "C", "C", "C", "C", "C", "C", "C", "C", "C", "C", "O", "H", "H", "H", "H", "H", "H", "H", "H", "H", "H", "H", "H", "H", "H", "H", "H", "H", "C", "C", "N", "C", "C", "N", "C", "N", "N", "N", "C", "C", "C", "C", "C", "C", "H", "H", "H", "H", "H", "H", "H", "H", "H", "H", "H", "Br", "C", "C", "C", "C", "C", "C", "C", "O", "O", "H", "H", "H", "H"], "positions_angstrom": [[1.3329, 1.0242, -0.7532], [1.7165, 2.8888, 2.2399], [3.1769, 3.3266, 2.1504], [3.3288, 4.4996, 1.1832], [4.0846, 2.1796, 1.7618], [5.1113, 1.8494, 2.6241], [6.0006, 0.8301, 2.3420], [5.8642, 0.1615, 1.1411], [4.8644, 0.4647, 0.2343], [4.8191, -0.3720, -1.0284], [4.6588, 0.4473, -2.3081], [3.6934, -1.3977, -0.9010], [3.9122, 1.4780, 0.5335], [2.9699, 1.8337, -0.2994], [1.0869, 3.7331, 2.5195], [1.6096, 2.1076, 2.9917], [1.3817, 2.5092, 1.2743], [3.4850, 3.6869, 3.1437], [3.1100, 4.1783, 0.1696], [4.3471, 4.8812, 1.2251], [2.6478, 5.3038, 1.4602], [5.2155, 2.4051, 3.5481], [6.7951, 0.5755, 3.0303], [6.5693, -0.6231, 0.8916], [5.7718, -0.9196, -1.0951], [3.7395, 1.0260, -2.2699], [4.6268, -0.2132, -3.1755], [5.4963, 1.1321, -2.4272], [2.7486, -0.8689, -0.8163], [3.8298, -2.0009, -0.0049], [3.6460, -2.0597, -1.7650], [-0.2378, -0.5310, 1.9514], [-0.1917, -1.2765, 0.6749], [0.5590, -0.9606, -0.3500], [0.2895, -1.8620, -1.3381], [-0.6360, -2.7516, -0.8957], [-0.9305, -2.3858, 0.3966], [-1.8280, -3.1005, 1.2653], [-3.1592, -3.1601, 0.7559], [-3.6401, -4.3314, 0.2703], [-4.8505, -4.1870, -0.0948], [-5.2338, -2.8992, 0.1259], [-6.4470, -2.2409, -0.0876], [-6.4994, -0.9061, 0.2521], [-5.3957, -0.2239, 0.7771], [-4.1874, -0.8548, 1.0048], [-4.1280, -2.2014, 0.6763], [0.5770, 0.1862, 1.9385], [-0.1438, -1.1850, 2.8190], [-1.1653, 0.0385, 2.0167], [0.7694, -1.8010, -2.2939], [-1.0982, -3.6004, -1.3581], [-1.8082, -2.6240, 2.2526], [-1.5053, -4.1472, 1.3421], [-7.2958, -2.7669, -0.4973], [-7.4178, -0.3589, 0.0916], [-5.4914, 0.8280, 1.0075], [-3.3321, -0.3132, 1.3750], [-6.6294, -0.8907, -3.5771], [-4.9562, -0.2147, -2.9563], [-3.7838, -0.8717, -3.2828], [-2.5880, -0.3670, -2.7999], [-2.5669, 0.7564, -1.9815], [-3.7559, 1.4097, -1.6921], [-4.9548, 0.9317, -2.1827], [-1.2920, 1.1539, -1.2627], [-1.3922, 1.3478, -0.0489], [-0.2327, 1.1796, -1.9470], [-3.7984, -1.7623, -3.8954], [-1.6507, -0.8482, -3.0396], [-3.7284, 2.2901, -1.0711], [-5.8834, 1.4348, -1.9598]], "forces_ev_per_angstrom": [[0.14, -0.01, -0.03], [0.10, 0.07, 0.03], [-0.17, 0.00, -0.23], [0.02, -0.02, 0.12], [-0.09, 0.18, 0.11], [0.05, -0.10, 0.14], [0.24, -0.06, 0.11], [0.13, -0.01, 0.14], [0.08, -0.12, -0.19], [-0.20, -0.03, -0.09], [0.02, -0.09, 0.05], [0.17, 0.12, -0.08], [0.28, 0.12, 0.11], [0.19, 0.05, 0.07], [-0.14, 0.05, 0.05], [-0.10, -0.09, 0.07], [-0.08, 0.03, 0.10], [0.01, -0.17, -0.11], [-0.03, -0.02, -0.12], [0.13, 0.08, -0.08], [-0.08, 0.15, -0.01], [-0.02, 0.07, 0.09], [0.05, 0.00, 0.05], [0.04, -0.08, -0.05], [-0.11, 0.13, 0.06], [0.03, 0.04, -0.05], [0.04, -0.07, -0.11], [0.06, 0.13, -0.05], [0.03, -0.11, 0.03], [-0.04, -0.09, 0.09], [0.02, -0.10, -0.16], [-0.12, 0.05, 0.08], [0.20, -0.01, 0.11], [-0.09, 0.19, 0.44], [-0.29, -0.34, 0.11], [0.22, -0.23, -0.35], [-0.09, 0.14, -0.04], [0.51, -0.20, 0.18], [-0.77, 0.17, -0.18], [0.32, -0.15, 0.14], [-0.11, -0.59, -0.22], [0.63, 1.07, 0.46], [0.15, 0.04, 0.11], [-0.35, -0.24, -0.14], [0.40, -0.15, 0.25], [-0.13, 0.35, 0.02], [-0.62, -0.64, -0.35], [0.06, 0.04, 0.08], [0.08, -0.01, 0.04], [0.02, 0.04, 0.04], [0.09, -0.01, -0.19], [-0.11, -0.15, -0.09], [-0.05, -0.13, -0.24], [-0.07, 0.27, 0.13], [-0.05, 0.01, -0.07], [-0.06, 0.02, -0.02], [0.04, 0.04, -0.01], [0.12, 0.12, 0.01], [0.10, 0.00, -0.02], [-0.17, -0.05, -0.06], [-0.10, -0.04, -0.04], [0.14, 0.19, 0.03], [0.08, -0.09, 0.14], [0.12, -0.08, -0.12], [-0.12, 0.08, -0.17], [-0.08, -0.06, -0.55], [-0.20, 0.23, 0.64], [-0.34, 0.04, -0.43], [-0.06, -0.02, -0.01], [0.01, -0.04, 0.00], [-0.02, 0.08, 0.19], [-0.09, 0.03, 0.01]], "total_charge": -1, "homo_ev": -3.95}


(3)
{"formula": "C5H8O2", "method": "the ωB97M-V functional and the def2-TZVPD basis", "symbols": ["C", "C", "O", "C", "C", "C", "O", "H", "H", "H", "H", "H", "H", "H", "H"], "positions_angstrom": [[-1.9174, -0.2490, -0.1542], [-0.7251, 0.6174, 0.1659], [-0.2088, 0.5144, 1.5230], [1.1188, 0.3931, 1.0149], [1.2476, -0.9151, 0.2928], [0.6473, 0.2813, -0.3933], [1.1531, 0.8498, -1.5474], [-1.6909, -1.3130, -0.0379], [-2.7744, -0.0041, 0.4796], [-2.2028, -0.0674, -1.1961], [-0.9470, 1.6741, -0.0336], [1.9163, 0.9989, 1.4215], [2.2492, -1.1707, -0.0478], [0.6383, -1.7550, 0.6204], [1.4959, 0.1454, -2.1078]], "forces_ev_per_angstrom": [[-0.02, -0.06, -0.01], [-0.28, -0.02, -0.29], [0.04, 0.07, 0.03], [0.25, 0.10, 0.08], [0.01, -0.19, -0.01], [-0.07, 0.03, 0.06], [0.09, -0.09, -0.10], [0.01, 0.14, 0.03], [0.12, 0.00, -0.04], [0.00, -0.04, 0.11], [0.04, -0.12, -0.02], [-0.01, -0.17, 0.18], [-0.13, 0.12, 0.05], [0.07, 0.13, -0.07], [-0.10, 0.10, -0.02]], "relative_energy_kj_mol": 241.83, "homo_ev": -9.11}


(4)
{"formula": "C18H37NO7", "method": "the ωB97M-V functional and the def2-TZVPD basis", "symbols": ["C", "C", "O", "N", "H", "H", "C", "H", "H", "H", "H", "H", "H", "O", "H", "C", "C", "C", "O", "H", "H", "H", "H", "H", "H", "H", "H", "C", "C", "C", "O", "H", "H", "H", "H", "H", "H", "H", "H", "C", "C", "C", "O", "H", "H", "H", "H", "H", "H", "H", "H", "C", "C", "C", "O", "C", "C", "C", "O", "H", "H", "H", "H"], "positions_angstrom": [[1.1946, 1.4436, -3.3590], [0.3615, 2.4450, -2.6607], [0.6347, 3.6407, -2.5646], [-1.0296, 2.0422, -2.1725], [-0.7018, 1.2326, -1.4487], [-1.5015, 2.8966, -1.9167], [-1.9083, 1.3388, -3.0315], [0.5651, 1.3009, -4.2017], [1.1849, 0.5467, -2.6933], [2.1817, 1.8679, -3.7548], [-1.3757, 0.8095, -3.8230], [-2.3560, 2.1988, -3.6157], [-2.6097, 0.9089, -2.4894], [-0.7469, 0.5873, 0.0169], [-0.4779, 0.1814, 0.8802], [-0.7431, 1.2495, 2.6915], [-1.7314, 1.6448, 1.5894], [-2.9765, 2.3939, 2.1726], [-1.0680, 2.5751, 0.7803], [-0.3146, 2.1532, 3.1197], [0.1826, 0.7164, 2.3651], [-1.1611, 0.4911, 3.4571], [-1.9743, 0.8235, 0.9363], [-3.4435, 1.6387, 2.7908], [-3.6686, 2.5504, 1.5755], [-2.5004, 3.3536, 2.5258], [-0.4206, 1.9754, 0.1096], [2.6223, 1.5737, 2.4879], [1.9790, 2.2506, 1.2998], [2.6405, 3.5968, 0.8260], [2.0091, 1.1997, 0.2304], [2.8781, 2.1735, 3.5323], [3.4493, 0.8922, 2.2899], [1.8453, 0.8762, 3.1296], [1.0060, 2.5138, 1.5149], [1.9949, 4.1864, 0.2000], [3.3971, 3.5236, 0.2556], [2.8258, 4.1074, 1.6900], [0.9913, 0.8410, 0.0122], [-1.9801, -1.7240, -2.4620], [-0.7146, -2.2936, -1.8822], [-0.2260, -3.6493, -2.4174], [0.2314, -1.3494, -2.3642], [-2.8715, -2.3708, -2.0508], [-1.8487, -1.6658, -3.5838], [-2.3621, -1.0878, -1.8607], [-0.6778, -2.2594, -0.8952], [0.8538, -3.8933, -2.1835], [-0.4843, -3.9470, -3.3948], [-0.5651, -4.4334, -1.8031], [0.2245, -0.5084, -1.8359], [-0.5783, -3.7711, 2.4235], [0.5016, -4.9074, 2.5338], [1.8211, -4.6911, 1.9272], [2.5965, -5.6664, 1.8711], [2.1221, -3.4611, 1.2744], [1.0157, -2.4636, 1.0872], [-0.3182, -2.5554, 1.6834], [-1.1578, -1.7437, 1.5244], [-1.6267, -3.6243, 3.0058], [0.3128, -5.8460, 3.2637], [3.3240, -3.2789, 0.6504], [1.1735, -1.5503, 0.7409]], "forces_ev_per_angstrom": [[0.49, 0.17, 1.05], [0.59, 4.82, -0.46], [-1.00, -3.01, 0.17], [4.02, -1.60, 0.99], [-1.24, 1.56, 1.03], [0.40, 0.16, 1.55], [1.44, 3.96, -5.82], [-0.30, -1.01, -1.22], [0.89, 0.55, -1.26], [-1.44, -0.70, 1.23], [-0.30, -0.79, 0.74], [-0.27, -1.16, 0.26], [-3.05, -2.53, 2.09], [4.41, -4.52, -4.67], [-0.18, -0.08, -1.80], [-0.24, -1.99, 1.17], [-1.67, 1.91, 1.63], [7.94, -1.82, 4.96], [1.50, 2.12, -1.93], [-0.40, 0.07, 0.58], [-0.86, 0.29, -0.30], [0.33, 1.56, -0.82], [-1.66, 0.16, 1.30], [0.13, 0.45, 1.54], [-5.93, 1.92, -6.46], [-1.23, -1.00, 0.59], [-2.80, 1.40, 3.19], [-1.14, -0.83, 5.41], [2.61, -0.76, -1.80], [-5.96, -1.90, 2.03], [-3.06, 0.13, -0.18], [-0.17, -0.53, -3.11], [0.09, 0.40, -0.33], [1.55, 1.26, -2.17], [-2.06, 0.30, 0.45], [-1.05, 0.15, 0.02], [6.13, -1.18, -3.59], [0.75, 1.68, 2.19], [3.01, 1.28, 0.98], [-0.33, -7.65, -2.39], [0.81, 0.23, -5.24], [1.43, -0.01, 1.88], [1.93, 1.75, 0.06], [1.15, -0.46, -1.90], [-0.86, 0.37, 1.54], [-1.34, 6.38, 3.14], [-0.26, -0.14, 4.50], [-0.66, 1.24, -0.81], [-0.17, 0.25, -1.37], [-1.51, -1.02, 0.95], [-0.53, -1.68, 0.13], [1.91, -5.04, 2.91], [-6.08, 3.67, 2.11], [0.87, -3.56, -0.39], [-0.87, 1.65, 0.37], [-0.91, 6.15, -3.60], [4.64, -6.30, 2.46], [2.49, -3.37, -0.02], [-2.13, 2.47, -0.17], [2.59, -1.32, -1.33], [0.52, 2.38, -2.16], [-4.26, -0.67, 2.37], [1.30, 3.77, -2.25]], "relative_energy_kj_mol": 1240.70, "homo_ev": -8.32}


Calculated total energy in order - -731.80405 -5876.51459 -345.71285 -1288.91893 Eh